Version 1
The following is a quantum chemistry calculation of a cluster of 12 separate species, C4H31N2O13 in total, from OMol25.

Element x y z (Å)
O (3.4454, 0.5330, -0.8820)
C (2.2546, 0.7321, -0.6324)
N (1.8064, 0.7767, 0.6322)
C (1.1667, 0.6993, -1.7484)
C (1.9193, 0.5865, -3.0878)
N (0.4820, -0.5949, -1.4971)
C (-0.6393, -0.9131, -2.3303)
O (-1.8772, -0.4022, -1.8131)
H (2.4322, 0.6057, 1.3912)
H (0.9187, 1.2852, 0.7912)
H (0.5585, 1.5932, -1.6015)
H (2.1437, 1.5104, -3.6479)
H (2.8600, 0.1114, -2.8798)
H (1.3303, 0.1099, -3.8738)
H (0.1255, -0.5468, -0.5457)
H (-0.4976, -0.5401, -3.3464)
H (-0.7241, -2.0042, -2.3729)
H (-1.7590, 0.5604, -1.8427)
H (-2.4952, -0.6937, 0.6888)
O (-3.1817, -0.2593, 1.2012)
H (-2.2353, 4.1870, 0.1300)
H (-1.7685, 4.8767, -1.1343)
O (-2.3822, 4.9790, -0.4111)
H (4.1817, -1.0347, 1.8411)
H (3.3588, -1.5609, 3.0645)
O (4.2443, -1.3825, 2.7349)
H (2.4224, -2.1869, 0.6203)
H (2.5096, -3.2101, -0.6324)
O (2.1565, -3.0237, 0.2485)
H (-3.0217, 0.6801, 0.8944)
H (-3.0367, 2.8831, 0.8697)
O (-2.5224, 2.2003, 0.4958)
H (0.3689, -0.4066, 4.0814)
H (0.0023, -1.6653, 3.1659)
O (0.6898, -1.0128, 3.4179)
H (-2.7052, -3.4778, 2.2114)
H (-3.3333, -3.7357, 0.8891)
O (-3.5042, -3.8531, 1.8243)
H (-2.4437, -0.9540, 2.4877)
H (-1.9722, -1.3792, 3.9941)
O (-1.7738, -1.4103, 3.0590)
H (-2.0236, 2.3855, -1.0455)
H (-2.5270, 2.4178, -2.4637)
O (-1.6894, 2.3511, -1.9960)
H (-1.3872, 2.0410, 1.1778)
H (-0.3817, 1.9361, 2.6065)
O (-0.3955, 2.1976, 1.6849)
H (2.3252, -1.6151, -1.9344)
H (3.7343, -2.0352, -2.1472)
O (2.8407, -2.3410, -2.3374)

Gap between HOMO and LUMO   9.3423 eV
E_LUMO   2.63 eV
Molecular weight   315.29 g mol⁻¹
Highest occupied orbital energy   -6.711 eV
Net charge   -1

Atomic partial charges in e from the Löwdin method, atoms 1 to 6: O 0.00; C -0.49; N 0.19; C -0.27; C -0.05; N -0.01

Version 2
The following is a quantum chemistry calculation of a cluster of 12 separate species, C4H31N2O13 in total, from OMol25.

Element x y z (Å)
C (-1.2927, -1.8287, 1.6682)
N (-1.1605, -3.2106, 1.2209)
C (-0.1536, -0.7795, 1.2271)
C (-0.1639, -0.6077, -0.2951)
N (-0.4016, 0.3564, 2.0252)
C (-0.1565, 1.6944, 1.4143)
O (-0.7750, 2.6823, 1.9431)
O (0.7992, 1.6990, 0.6730)
H (-1.2172, -2.0976, 2.8205)
H (-2.2724, -1.4587, 1.4049)
H (-1.2357, -3.2322, 0.2763)
H (-0.2819, -3.5651, 1.4728)
H (0.7911, -1.1140, 1.6352)
H (-0.8197, -1.3925, -0.7207)
H (0.7703, -0.8012, -0.6688)
H (-0.3615, 0.3893, -0.4567)
H (-1.2220, 0.2989, 2.5772)
H (-1.9039, -2.1908, -1.4081)
H (-0.7309, -2.4188, -2.4878)
O (-1.5515, -2.7599, -2.0955)
H (-0.1693, -0.7248, -3.2698)
H (1.1926, -0.4308, -3.7574)
O (0.5019, -1.0403, -3.8476)
H (-2.6400, 2.0091, 1.7333)
H (-2.3128, 0.6122, 0.7373)
O (-2.9163, 1.3801, 0.9413)
H (0.9880, 3.0418, -0.4985)
H (-0.0857, 3.4340, -1.5656)
O (0.8831, 3.3791, -1.3538)
H (1.2485, -0.4873, 3.3961)
H (2.4639, -1.3873, 3.2286)
O (1.9837, -0.8129, 3.8224)
H (1.6128, 1.9779, -2.7005)
H (2.4375, 0.9038, -2.0404)
O (1.9956, 1.0167, -2.9486)
H (-4.3315, -0.4341, -0.1484)
H (-3.8854, -0.2717, -1.5791)
O (-3.8914, -0.8673, -0.8092)
H (1.9703, 0.7567, 1.2598)
H (3.2488, 0.8249, 2.3010)
O (2.7232, 0.3555, 1.5891)
H (2.7682, -0.8754, -0.2595)
H (3.0919, -2.3338, -1.2399)
O (3.0472, -1.9070, -0.3808)
H (-2.6051, 1.7901, -0.8496)
H (-2.8385, 3.2398, -1.0543)
O (-2.3728, 2.5516, -1.3287)
H (3.2618, 0.9395, -0.1157)
H (2.5202, 2.0970, -0.7238)
O (3.4497, 1.5998, -0.7637)

Gap between HOMO and LUMO   9.0383 eV
E_LUMO   2.61 eV
Molecular weight   315.29 g mol⁻¹
Highest occupied orbital energy   -6.430 eV
Net charge   -1

Atomic partial charges in e from the Löwdin method, atoms 1 to 6: C -0.20; N 0.03; C -0.36; C 0.00; N 0.05; C -0.67

Energies, relative to the best one, in kcal/mol: version 1 0.0; version 2 63.3.

Version 1
The following is a quantum chemistry calculation of a cluster of 20 separate species, H41O20 in total, from OMol25.

Element x y z (Å)
O (-4.8803, 0.2232, 1.5033)
H (4.1393, -2.7933, 3.0931)
O (2.2308, -0.4968, 0.7707)
H (2.6957, -0.3114, 1.6580)
H (3.9434, -2.7189, -0.9987)
O (-2.0761, 4.0892, -0.5081)
H (-1.6251, 4.6972, -0.0662)
H (-2.8740, 4.6005, -0.7399)
O (-0.3697, 1.6974, -1.1089)
H (-0.9499, 2.3498, -1.4775)
H (2.8813, 2.9174, 3.8587)
O (0.8104, -2.6882, -3.4046)
H (1.0439, -0.8620, -1.0551)
H (0.1811, 2.1525, -0.4614)
O (1.7272, -1.1868, -1.7660)
H (0.1413, -0.8152, 3.2101)
H (1.8015, -2.2230, -2.1205)
O (-4.3549, 3.5664, 0.0147)
H (3.0080, -3.6355, 2.4227)
H (1.1266, -1.3169, 4.3717)
O (-1.0536, -0.7532, -3.0001)
H (-1.7281, -0.8254, -3.6565)
H (-1.5815, -0.3247, -2.3876)
O (4.8431, 3.0854, -0.1066)
H (4.6527, 4.0583, 0.0848)
H (0.1958, -3.2710, -3.0472)
O (-4.5003, -2.4502, 1.4112)
H (-4.5992, -2.8835, 0.4749)
H (-3.7178, -1.9822, 1.1729)
O (-0.1541, -0.7594, 0.2140)
H (-0.1838, 0.1557, -0.1957)
H (-4.6471, 3.4537, 0.9956)
O (-0.1390, 2.8225, -4.3220)
H (0.6602, 2.4482, -4.1569)
H (-0.1448, 3.8333, -4.5113)
O (4.3757, -0.8752, -1.7027)
H (4.9082, -0.9325, -0.8948)
H (5.0496, -0.8650, -2.4352)
O (-3.5100, -2.2900, 3.6546)
H (1.3619, -0.7685, 1.1953)
H (-3.6743, -1.4346, 3.0773)
O (3.8074, -3.1084, 2.1828)
H (-1.0563, -0.8429, 0.0998)
H (-4.7576, -0.6805, 1.3765)
O (3.5386, 2.2813, 4.0671)
H (-2.9316, 1.2353, -4.9587)
H (3.4000, 1.4962, 3.5749)
O (-2.9665, 0.3570, -4.6349)
H (-3.0855, -0.3717, -5.2328)
H (-4.2907, -2.7365, 3.6511)
O (1.0369, -0.6812, 3.6169)
H (-5.2003, 0.5404, 2.3960)
H (-4.1585, 2.7320, -0.1763)
O (3.3171, -3.3554, -1.3955)
H (2.7266, -1.0863, -1.3209)
H (3.9503, -4.0955, -1.1934)
O (-1.4765, 0.3629, 4.3423)
H (-0.7734, 0.8919, 4.0411)
H (-1.9605, 0.8168, 5.0114)
H (0.3561, -1.7546, -3.3473)
H (4.0659, 2.4291, 0.0415)

Gap between HOMO and LUMO   10.1986 eV
E_LUMO   -2.76 eV
Molecular weight   361.31 g mol⁻¹
Highest occupied orbital energy   -12.961 eV
Net charge   +1

Atomic partial charges in e from the Löwdin method, atoms 1 to 6: O -0.05; H 0.08; O -0.12; H 0.08; H 0.02; O -0.02

Version 2
The following is a quantum chemistry calculation of a structure of composition H41O20, from OMol25.

Element x y z (Å)
O (-0.3758, 0.7652, 2.1229)
H (-1.4788, -1.9084, 2.8492)
O (-2.0705, 0.6959, -3.3886)
H (-2.2718, 1.0973, -2.5707)
H (-1.8376, -0.8819, -4.1882)
O (-0.9735, -1.3676, 0.7058)
H (-1.8137, -1.7613, 0.6566)
H (-0.3880, -2.1005, 0.3426)
O (-4.5400, 0.8702, -1.8480)
H (-4.8449, -0.0189, -1.5385)
H (1.3325, -3.3856, 3.7278)
O (1.8243, 2.4002, -2.6177)
H (-1.0241, 3.3383, 0.9474)
H (-5.0229, 1.3759, -2.5592)
O (-0.1420, 2.8092, 0.7769)
H (1.8322, -0.7267, -1.5335)
H (0.9478, 2.1250, -2.5270)
O (-0.7812, 0.7775, -0.5982)
H (-2.3837, -0.7463, 3.3665)
H (2.3608, -0.6395, -0.2194)
O (3.3173, 0.4357, 1.7269)
H (3.7756, 0.0997, 2.4871)
H (3.0323, 1.3122, 1.7796)
O (-1.8464, 3.1545, -1.6067)
H (-2.0962, 2.7215, -2.3892)
H (1.8610, 1.8255, -3.3754)
O (3.4258, 0.5004, -3.5917)
H (3.3497, 0.4285, -2.7119)
H (3.7877, 1.3338, -3.6937)
O (4.1008, -0.6119, 4.0680)
H (4.1292, 0.1950, 4.5381)
H (-0.6311, 1.3063, -1.4642)
O (-0.1648, 4.6836, -2.1741)
H (0.0499, 5.6146, -1.9328)
H (0.6068, 4.1291, -1.7088)
O (-2.6268, -3.7446, -0.1399)
H (-3.1513, -4.3649, 0.3672)
H (-3.0708, -3.8038, -0.9946)
O (-0.3647, -1.2057, 5.0707)
H (-2.2925, 1.2533, -4.1137)
H (-0.2761, -1.1105, 5.9485)
O (-2.4087, -1.6426, 2.8658)
H (3.6476, -1.2356, 4.7614)
H (-0.0990, 1.8121, 1.5489)
O (1.2953, -3.6619, 4.6442)
H (0.5138, -1.4766, 3.3771)
H (1.9654, -3.1261, 5.0184)
O (0.5056, -2.0191, 2.6898)
H (0.0757, -1.8550, 1.9707)
H (-0.3944, -2.1995, 5.0131)
O (2.4229, -1.0619, -1.0030)
H (-0.4605, -0.0202, 1.3472)
H (-1.7112, 0.3205, -0.2635)
O (-1.1626, -1.3948, -4.6121)
H (0.4267, 0.4026, 2.5089)
H (-1.3299, -2.4587, -4.5095)
O (0.9133, -0.6170, -3.2198)
H (0.2306, -0.7305, -3.7822)
H (1.7804, -1.0130, -3.6158)
H (-0.3940, 2.6632, -0.1208)
H (-1.5197, 4.0863, -1.7172)

Gap between HOMO and LUMO   10.0688 eV
E_LUMO   -2.88 eV
Molecular weight   361.31 g mol⁻¹
Highest occupied orbital energy   -12.948 eV
Net charge   +1

Atomic partial charges in e from the Löwdin method, atoms 1 to 6: O 0.04; H -0.01; O -0.01; H -0.03; H -0.03; O -0.07

Energies, relative to the best one, in kcal/mol: version 1 0.0; version 2 25.9.

Version 1
The following is a quantum chemistry calculation of the ion C7H15N2 with charge +1, from OMol25.

Element x y z (Å)
C (-0.0108, 2.0828, -0.2944)
C (0.0988, 0.5719, 1.6852)
C (-0.1753, 0.9752, -1.2031)
C (0.0841, -0.6606, 1.0094)
C (-1.5162, 0.3420, -1.4407)
C (0.9850, 0.5692, -2.0713)
C (0.5015, -2.9640, 1.0473)
N (0.3899, -1.7051, 1.7145)
N (-0.5271, 1.6967, 1.0315)
H (1.0285, 2.5698, -0.2848)
H (-0.7971, 2.8859, -0.5721)
H (-0.1628, 0.7053, 2.8109)
H (1.1191, 0.8604, 1.7634)
H (-1.3360, -0.7047, -1.3963)
H (-1.8217, 0.8297, -2.3630)
H (-2.0565, 0.6770, -0.6539)
H (1.0746, 1.4374, -2.7939)
H (0.6952, -0.1298, -2.8468)
H (1.9101, 0.4254, -1.5866)
H (-0.2699, -3.7297, 1.3499)
H (0.3001, -2.9068, -0.1099)
H (1.5472, -3.3908, 1.3361)
H (-1.5442, 1.4640, 1.1423)
H (0.4834, -1.9010, 2.7264)

Gap between HOMO and LUMO   7.7024 eV
E_LUMO   -5.08 eV
Molecular weight   127.21 g mol⁻¹
Highest occupied orbital energy   -12.780 eV
Net charge   +1

Atomic partial charges in e from the Löwdin method, atoms 1 to 6: C -0.17; C -0.27; C -0.18; C -0.03; C 0.00; C 0.00

Version 2
The following is a quantum chemistry calculation of the ion C7H15N2 with charge +1, from OMol25.

Element x y z (Å)
C (1.8038, -0.7237, -0.8618)
C (1.1045, 0.2681, -0.2285)
N (1.6358, 1.6925, -0.2737)
C (2.1929, 2.1436, -1.5489)
N (-0.1191, -0.0033, 0.4942)
C (-0.5243, 1.0095, 1.5761)
C (-0.9936, -1.0465, 0.4148)
C (-0.7181, -2.2101, -0.4899)
C (-2.3499, -1.2004, 1.0945)
H (2.7590, -0.3937, -1.3390)
H (1.5753, -1.7643, -1.0229)
H (2.1811, 1.8635, 0.4921)
H (1.7705, 1.5599, -2.4258)
H (1.8227, 3.1102, -1.5057)
H (3.3179, 2.0015, -1.6139)
H (-0.0980, 0.7438, 2.5294)
H (-0.1583, 1.9455, 1.2202)
H (-1.5502, 1.1198, 1.6535)
H (-0.0262, -2.1287, -1.3801)
H (-1.6894, -2.5736, -0.9491)
H (-0.3281, -3.1753, 0.1437)
H (-3.0818, -0.5216, 0.6670)
H (-2.4408, -0.9144, 2.1978)
H (-2.7622, -2.1713, 1.0089)

Gap between HOMO and LUMO   8.2708 eV
E_LUMO   -4.56 eV
Molecular weight   127.21 g mol⁻¹
Highest occupied orbital energy   -12.831 eV
Net charge   +1

Atomic partial charges in e from the Löwdin method, atoms 1 to 6: C 0.11; C -0.22; N -0.05; C -0.10; N 0.02; C 0.04

Energies, relative to the best one, in kcal/mol: version 1 48.2; version 2 0.0.

Version 1
The following is a quantum chemistry calculation of a cluster of 4 separate species, C3H13O3S in total, from OMol25.

Element x y z (Å)
C (-0.9002, -1.0365, 1.5672)
C (-1.6716, 0.2920, 1.3261)
C (-1.5226, 0.8841, -0.0811)
S (-2.3974, -0.0664, -1.3739)
H (0.1632, -0.8956, 1.3669)
H (-0.9850, -1.3962, 2.6406)
H (-1.2657, -1.8363, 0.9009)
H (-1.2984, 0.9741, 2.1565)
H (-2.7405, 0.1449, 1.5243)
H (-1.9221, 1.9326, -0.0388)
H (-0.4045, 0.9456, -0.3172)
H (3.0559, 0.8576, -0.1076)
H (2.7186, 0.3635, 1.2964)
O (3.3543, 0.9400, 0.8074)
H (-0.5350, -0.8991, -1.6713)
H (0.2695, -2.0683, -2.5603)
O (0.4121, -1.3078, -1.9684)
H (1.5612, 0.0081, -1.7245)
H (1.8226, 1.4690, -2.0192)
O (2.2855, 0.6949, -1.7241)

Gap between HOMO and LUMO   6.9707 eV
E_LUMO   3.65 eV
Molecular weight   129.20 g mol⁻¹
Highest occupied orbital energy   -3.317 eV
Net charge   -1

Atomic partial charges in e from the Löwdin method, atoms 1 to 6: C -0.15; C -0.38; C -0.74; S 0.25; H 0.04; H 0.07

Version 2
The following is a quantum chemistry calculation of a cluster of 4 separate species, C3H13O3S in total, from OMol25.

Element x y z (Å)
C (1.1944, -2.2825, 0.4024)
C (0.0326, -1.9355, -0.5721)
C (-0.4523, -0.5117, -0.3768)
S (1.0448, 0.6853, -0.4773)
H (2.0955, -1.6139, 0.0589)
H (0.8534, -2.0026, 1.3488)
H (1.4129, -3.3323, 0.5322)
H (-0.6908, -2.7156, -0.2711)
H (0.4656, -2.0746, -1.5623)
H (-1.0355, -0.2315, -1.1754)
H (-0.7571, -0.4978, 0.7096)
H (-4.5625, 1.8322, 0.1425)
H (-3.3542, 2.2773, 1.0501)
O (-3.8807, 2.5280, 0.2387)
H (2.9911, 1.6738, -0.9056)
H (4.2503, 1.0650, -1.3928)
O (3.7847, 1.8945, -1.5228)
H (-1.2647, 2.4682, 1.4352)
H (-0.7004, 1.2197, 0.7924)
O (-1.4270, 1.5540, 1.5453)

Gap between HOMO and LUMO   6.8234 eV
E_LUMO   3.54 eV
Molecular weight   129.20 g mol⁻¹
Highest occupied orbital energy   -3.287 eV
Net charge   -1

Atomic partial charges in e from the Löwdin method, atoms 1 to 6: C -0.19; C -0.38; C -0.60; S 0.34; H 0.05; H 0.03

Energies, relative to the best one, in kcal/mol: version 1 0.0; version 2 35.0.